1.
{
  "formula": "C6H14FNO3S",
  "method": "ωB97M-V with the def2-TZVPD basis set",
  "orbital_gap_ha": 0.3785,
  "spin_multiplicity": 1,
  "homo_ev": -9.871,
  "lumo_ha": 0.016,
  "symbols": ["C", "C", "C", "C", "O", "C", "C", "N", "S", "O", "O", "F", "H", "H", "H", "H", "H", "H", "H", "H", "H", "H", "H", "H", "H", "H"],
  "coordinates": [[2.58, 0.85, -0.38], [2.74, -0.47, 0.41], [1.44, -1.32, 0.53], [0.48, -1.21, -0.68], [-0.29, 0.01, -0.70], [-1.64, -0.18, -0.48], [-2.36, 1.16, -0.85], [-1.72, 2.34, -0.31], [-2.08, -0.65, 1.26], [-3.55, -0.80, 1.30], [-1.44, -1.92, 1.68], [-1.70, 0.55, 2.29], [2.49, 0.71, -1.47], [1.75, 1.47, 0.00], [3.49, 1.46, -0.22], [3.55, -1.08, -0.01], [3.09, -0.20, 1.43], [1.75, -2.38, 0.57], [0.93, -1.13, 1.49], [1.03, -1.33, -1.63], [-0.21, -2.06, -0.61], [-2.08, -0.97, -1.12], [-2.31, 1.21, -1.95], [-3.43, 1.12, -0.60], [-0.78, 2.44, -0.66], [-1.72, 2.35, 0.70]]
}

---

2.
{
  "formula": "C2H6BrNO2S",
  "method": "ωB97M-V with the def2-TZVPD basis set",
  "orbital_gap_ha": 0.3836,
  "spin_multiplicity": 1,
  "homo_ev": -9.757,
  "lumo_ha": 0.025,
  "symbols": ["C", "C", "N", "O", "O", "S", "Br", "H", "H", "H", "H", "H", "H"],
  "coordinates": [[-2.14, 1.63, 0.13], [-2.36, 0.42, -0.36], [1.40, -0.19, 0.92], [2.70, -2.01, -0.52], [2.08, 0.34, -1.40], [1.47, -0.73, -0.68], [-2.19, -1.11, 0.78], [-1.77, 1.79, 1.12], [-2.43, 2.52, -0.21], [2.93, -2.34, -1.41], [-2.72, 0.21, -1.33], [2.19, 0.19, 1.36], [0.84, -0.70, 1.59]]
}

---

3.
{
  "formula": "C2H3BrClNO",
  "method": "ωB97M-V with the def2-TZVPD basis set",
  "orbital_gap_ha": [0.2389, 0.3173],
  "spin_multiplicity": 1,
  "homo_ev": [-7.456, -8.735],
  "lumo_ha": [-0.035, -0.004],
  "symbols": ["C", "C", "N", "O", "Cl", "Br", "H", "H", "H"],
  "coordinates": [[-0.40, 0.81, -0.24], [-1.34, -0.23, 0.00], [1.90, -0.16, 0.61], [-0.25, 1.97, -0.38], [2.86, 1.05, -0.08], [1.87, -1.76, -0.20], [-1.32, -0.44, 1.03], [-0.90, -1.15, -0.27], [-2.42, -0.08, -0.48]]
}

---

4.
{
  "formula": "C18H48N7O9",
  "method": "ωB97M-V with the def2-TZVPD basis set",
  "total_charge": 5,
  "orbital_gap_ha": 0.2262,
  "spin_multiplicity": 1,
  "homo_ev": -16.237,
  "lumo_ha": -0.370,
  "symbols": ["C", "C", "O", "N", "H", "H", "C", "H", "H", "H", "H", "H", "H", "C", "C", "O", "N", "H", "H", "C", "H", "H", "H", "H", "H", "H", "C", "C", "O", "N", "H", "H", "C", "H", "H", "H", "H", "H", "H", "C", "C", "O", "N", "H", "H", "C", "H", "H", "H", "H", "H", "H", "C", "C", "O", "N", "H", "H", "C", "H", "H", "H", "H", "H", "H", "C", "C", "O", "N", "H", "H", "C", "H", "H", "H", "H", "H", "H", "N", "O", "O", "O"],
  "coordinates": [[4.43, -1.52, 2.36], [3.71, -0.75, 3.50], [2.64, -1.09, 3.94], [4.25, 0.62, 3.92], [3.53, 0.90, 4.57], [5.10, 0.53, 4.47], [4.42, 1.64, 2.72], [5.30, -2.01, 2.80], [4.76, -0.89, 1.53], [3.77, -2.32, 2.03], [5.35, 1.43, 2.21], [4.62, 2.66, 3.05], [3.63, 1.40, 2.01], [-2.09, 3.60, 7.22], [-1.42, 4.30, 6.00], [-1.86, 5.28, 5.42], [-0.22, 3.56, 5.47], [0.30, 4.13, 4.82], [0.47, 3.36, 6.19], [-0.73, 2.27, 4.74], [-1.33, 3.13, 7.86], [-2.78, 2.84, 6.87], [-2.55, 4.37, 7.83], [-0.91, 1.47, 5.46], [0.11, 1.83, 4.20], [-1.58, 2.43, 4.08], [-5.55, -2.61, 1.26], [-6.59, -3.69, 1.55], [-6.49, -4.90, 1.19], [-7.72, -3.22, 2.47], [-7.38, -3.02, 3.40], [-8.04, -2.29, 2.25], [-8.85, -4.23, 2.63], [-6.10, -1.74, 0.90], [-4.87, -3.02, 0.52], [-4.98, -2.31, 2.13], [-9.55, -4.00, 3.42], [-8.35, -5.18, 2.85], [-9.40, -4.25, 1.69], [3.90, -5.08, -2.71], [5.28, -5.00, -3.38], [6.36, -5.25, -2.81], [5.32, -4.53, -4.84], [6.02, -5.07, -5.33], [4.42, -4.78, -5.23], [5.72, -3.05, -5.04], [3.36, -5.95, -3.09], [3.23, -4.23, -2.85], [4.02, -5.29, -1.65], [5.35, -2.76, -6.02], [6.81, -3.01, -5.00], [5.31, -2.38, -4.28], [3.32, 1.89, -3.50], [4.41, 2.48, -2.57], [5.05, 1.83, -1.75], [4.68, 3.89, -2.61], [5.60, 4.10, -2.25], [4.64, 4.16, -3.58], [3.65, 4.74, -1.76], [3.00, 0.93, -3.08], [3.70, 1.83, -4.52], [2.45, 2.55, -3.53], [2.78, 4.78, -2.40], [4.14, 5.72, -1.71], [3.49, 4.33, -0.77], [-3.59, 0.06, -3.65], [-4.97, 0.70, -3.58], [-5.97, 0.10, -3.11], [-5.10, 2.21, -4.00], [-5.69, 2.70, -3.35], [-4.26, 2.74, -4.19], [-5.99, 2.27, -5.30], [-3.53, -0.96, -3.28], [-2.93, 0.73, -3.12], [-3.25, -0.14, -4.67], [-5.47, 1.67, -6.05], [-6.21, 3.29, -5.62], [-6.89, 1.69, -5.12], [0.19, -0.64, -0.12], [-0.97, -0.83, 0.22], [0.66, 0.51, -0.11], [0.87, -1.65, -0.26]]
}

---

5.
{
  "formula": "C13H15GaNSe",
  "method": "ωB97M-V with the def2-TZVPD basis set",
  "total_charge": -1,
  "orbital_gap_ha": 0.2318,
  "spin_multiplicity": 1,
  "homo_ev": -3.150,
  "lumo_ha": 0.116,
  "symbols": ["C", "C", "C", "C", "C", "Ga", "N", "C", "C", "H", "H", "H", "H", "H", "H", "H", "H", "H", "H", "Se", "C", "C", "C", "C", "C", "C", "H", "H", "H", "H", "H"],
  "coordinates": [[-0.88, 1.04, -2.00], [0.51, 0.83, -2.25], [1.27, 1.67, -1.32], [0.35, 2.34, -0.48], [-0.99, 1.96, -0.89], [0.18, -0.05, 0.13], [-1.26, -1.09, 0.61], [-0.25, -2.28, 0.03], [0.93, -1.91, -0.86], [2.38, 1.76, -1.30], [0.95, 0.25, -3.08], [0.59, 3.08, 0.30], [-1.93, 2.39, -0.50], [-1.71, 0.64, -2.58], [0.83, -1.93, -1.93], [-0.89, -2.94, -0.56], [-2.27, -0.92, 0.87], [2.00, -1.94, -0.51], [0.16, -2.86, 0.89], [1.99, 0.36, 1.59], [0.92, 0.00, 3.12], [-0.24, 0.76, 3.41], [-0.98, 0.51, 4.54], [-0.61, -0.57, 5.40], [0.52, -1.38, 5.07], [1.25, -1.10, 3.94], [-0.52, 1.55, 2.77], [-1.85, 1.10, 4.83], [-1.21, -0.79, 6.34], [0.78, -2.20, 5.74], [2.08, -1.70, 3.70]]
}

---

6.
{
  "formula": "C31H42N8O4S2Ti",
  "method": "ωB97M-V with the def2-TZVPD basis set",
  "total_charge": 2,
  "orbital_gap_ha": 0.0940,
  "spin_multiplicity": 1,
  "homo_ev": -10.962,
  "lumo_ha": -0.309,
  "symbols": ["Ti", "C", "C", "C", "C", "C", "C", "C", "C", "C", "C", "C", "C", "H", "H", "H", "H", "H", "H", "H", "H", "H", "H", "H", "H", "H", "H", "H", "H", "H", "H", "C", "C", "C", "N", "N", "C", "N", "S", "H", "H", "H", "H", "H", "H", "H", "O", "S", "O", "O", "C", "N", "C", "C", "C", "N", "C", "C", "C", "N", "C", "C", "H", "H", "H", "H", "H", "H", "C", "O", "H", "H", "H", "C", "C", "C", "C", "N", "N", "C", "H", "H", "H", "H", "H", "H", "H", "H"],
  "coordinates": [[-0.94, 0.16, -0.53], [-0.28, -3.31, -1.69], [0.44, -1.98, -1.66], [0.32, -1.18, -2.83], [-0.82, -1.49, -3.78], [1.35, -0.29, -3.18], [1.36, 0.40, -4.52], [2.42, -0.10, -2.30], [3.54, 0.85, -2.67], [2.50, -0.80, -1.09], [3.72, -0.63, -0.22], [1.51, -1.74, -0.76], [1.68, -2.60, 0.47], [-1.35, -3.25, -1.81], [-0.06, -3.94, -0.83], [0.10, -3.86, -2.56], [-1.73, -1.76, -3.24], [-0.58, -2.33, -4.43], [-1.06, -0.64, -4.42], [2.32, 0.23, -5.02], [1.25, 1.48, -4.44], [0.59, 0.03, -5.20], [3.86, 1.44, -1.82], [3.26, 1.53, -3.47], [4.41, 0.29, -3.02], [3.61, -1.07, 0.77], [4.00, 0.41, -0.09], [4.58, -1.12, -0.69], [2.48, -3.33, 0.33], [0.78, -3.15, 0.73], [1.95, -2.00, 1.34], [-3.17, 3.32, -3.77], [-2.00, 2.36, -4.03], [-0.96, 2.44, -2.97], [-0.70, 1.54, -2.10], [0.26, 1.86, -1.17], [0.75, 3.07, -1.36], [1.68, 3.64, -0.61], [0.04, 3.84, -2.75], [-3.94, 3.18, -4.53], [-2.85, 4.36, -3.81], [-3.62, 3.13, -2.79], [-1.55, 2.58, -5.00], [-2.35, 1.32, -4.07], [2.05, 3.17, 0.20], [2.03, 4.57, -0.81], [5.59, 1.89, 6.96], [5.02, 1.14, 5.87], [5.02, 1.81, 4.57], [5.34, -0.27, 5.82], [3.25, 1.02, 6.23], [2.73, 1.04, 7.46], [1.42, 0.86, 7.58], [0.57, 0.69, 6.48], [1.21, 0.68, 5.26], [2.52, 0.83, 5.13], [0.61, 0.49, 3.93], [1.45, 0.78, 2.83], [1.03, 0.49, 1.57], [-0.18, -0.06, 1.29], [-1.01, -0.29, 2.35], [-0.66, -0.04, 3.65], [1.03, 0.85, 8.59], [-0.50, 0.61, 6.60], [2.44, 1.16, 3.03], [1.68, 0.67, 0.72], [-1.99, -0.68, 2.12], [-1.35, -0.29, 4.44], [-2.50, 2.39, 0.86], [-2.12, 1.26, 0.06], [-2.03, 3.28, 0.45], [-2.16, 2.22, 1.88], [-3.58, 2.49, 0.83], [-3.55, -4.40, 1.17], [-3.40, -3.15, 0.38], [-4.29, -2.48, -0.45], [-3.60, -1.39, -0.97], [-2.34, -1.38, -0.48], [-2.26, -2.45, 0.35], [-4.10, -0.38, -1.95], [-4.59, -4.56, 1.43], [-2.96, -4.37, 2.09], [-3.22, -5.25, 0.58], [-5.31, -2.76, -0.66], [-1.38, -2.70, 0.78], [-5.14, -0.14, -1.73], [-4.06, -0.79, -2.96], [-3.53, 0.55, -1.91]]
}

---

Number 1: electronic energy -1015.4924 Ha. Number 2: electronic energy -3257.1695 Ha. Number 3: electronic energy -3242.0273 Ha. Number 4: electronic energy -1773.0036 Ha. Number 5: electronic energy -4885.2577 Ha. Number 6: electronic energy -3590.7872 Ha.